# 1
{"formula": "C3H4HgLiO3", "method": "ωB97M-V with the def2-TZVPD basis set", "species": ["O", "C", "C", "O", "C", "O", "Li", "Hg", "H", "H", "H", "H"], "xyz": [[1.6739, 0.2429, -0.1339], [0.9267, -0.9363, -0.4121], [-0.2973, -1.0107, 0.4453], [-3.3311, 1.0388, 0.0163], [-2.5131, 1.8589, -0.0329], [-1.3777, 2.1787, -0.0120], [3.4748, 0.1018, -0.0842], [0.5173, 1.6465, 0.1505], [1.5522, -1.8275, -0.2078], [0.6477, -0.9693, -1.4776], [-0.2819, -0.4774, 1.4053], [-0.9914, -1.8464, 0.3429]], "lowdin_spin": [0.010, 0.119, 0.685, 0.003, 0.017, 0.014, 0.001, 0.030, 0.027, 0.019, 0.043, 0.031], "orbital_gap_ev": [7.006, 9.962], "homo_energy_ev": [-17.003, -20.024], "e_tot_ha": -502.617467, "spin_multiplicity": 2, "relative_energy_kcal_mol": 92.4, "charge": 2, "lumo_energy_ev": [-9.997, -10.063], "fmax_ha_per_bohr": 0.100}

# 2
{"formula": "C2H4N2S", "method": "ωB97M-V with the def2-TZVPD basis set", "species": ["C", "C", "N", "N", "S", "H", "H", "H", "H"], "xyz": [[-2.1086, 0.7025, 0.2179], [1.7780, -0.0967, -0.0985], [-3.1995, 1.0912, 0.2603], [-0.9515, 0.1277, 0.1241], [0.1890, 0.2400, -1.0821], [1.9429, -1.1179, -0.2156], [1.6229, 0.1985, 0.9641], [2.5177, 0.4296, -0.6947], [-1.7909, -1.5748, 0.5245]], "lowdin_charge": [-0.549, -0.296, 0.134, -0.428, 0.864, -0.007, 0.060, 0.025, 0.196], "orbital_gap_ev": [8.616, 7.584], "homo_energy_ev": [-9.282, -9.559], "e_tot_ha": -586.121604, "relative_energy_kcal_mol": 108.4, "lumo_energy_ev": [-0.666, -1.975], "fmax_ha_per_bohr": 0.050}

# 3
{"formula": "C11H23AuF6NO4P2S2Te", "method": "ωB97M-V with the def2-TZVPD basis set", "species": ["Au", "C", "C", "S", "C", "C", "S", "H", "H", "H", "H", "H", "H", "F", "P", "F", "F", "F", "F", "F", "C", "N", "C", "C", "O", "H", "H", "H", "H", "H", "H", "H", "C", "C", "O", "P", "O", "Te", "O", "C", "C", "H", "H", "H", "H", "H", "H", "H", "H", "H", "H"], "xyz": [[1.0664, -0.9014, -1.2590], [-1.5457, -1.2809, -5.2132], [-0.6589, -1.4858, -4.0071], [-0.6461, -0.1715, -2.8574], [0.0856, -2.5913, -3.7807], [0.1224, -3.7130, -4.7855], [1.0990, -2.9011, -2.4154], [-2.0166, -0.2979, -5.1870], [-2.3429, -2.0272, -5.2533], [-0.9819, -1.3390, -6.1457], [-0.7084, -3.6668, -5.4853], [0.0983, -4.6748, -4.2733], [1.0554, -3.6703, -5.3506], [1.6355, -2.0979, 1.2502], [3.2262, -2.4954, 1.1179], [3.3022, -1.3882, -0.1351], [4.7816, -2.7887, 0.9368], [3.0931, -3.5124, 2.3344], [2.8428, -3.6311, 0.0543], [3.5699, -1.2769, 2.1468], [2.3170, 1.6900, 3.1765], [2.1469, 1.8962, 1.7477], [2.4420, 3.2113, 1.2135], [1.7912, 0.8876, 0.9648], [1.6597, 1.0040, -0.2719], [1.5705, 2.2569, 3.7368], [3.3106, 2.0219, 3.4797], [2.2231, 0.6310, 3.4035], [2.2726, 3.2073, 0.1405], [1.8023, 3.9606, 1.6868], [3.4840, 3.4685, 1.4099], [1.6297, -0.0542, 1.4826], [-1.7811, 3.9296, 0.4601], [-1.4384, 2.5398, -0.0130], [-2.2711, 1.6027, 0.7102], [-2.0875, 0.0514, 0.4393], [-0.7149, -0.4309, 0.6461], [-2.8339, -0.4323, -1.8265], [-3.2217, -0.5959, 1.3099], [-2.9726, -0.9688, 2.6997], [-3.2420, 0.1890, 3.6296], [-1.2006, 4.6622, -0.1013], [-1.5556, 4.0467, 1.5210], [-2.8400, 4.1351, 0.3066], [-0.3908, 2.2894, 0.1666], [-1.6416, 2.4259, -1.0828], [-1.9492, -1.3367, 2.7762], [-3.6512, -1.7982, 2.8822], [-2.5330, 1.0009, 3.4716], [-3.1523, -0.1555, 4.6610], [-4.2499, 0.5759, 3.4811]], "lowdin_spin": [0.431, 0.009, 0.008, 0.198, 0.019, 0.011, 0.209, 0.004, 0.000, 0.001, 0.002, 0.003, 0.000, 0.011, 0.003, 0.044, 0.001, 0.000, 0.001, 0.001, 0.000, 0.002, 0.000, 0.003, 0.015, 0.000, 0.000, 0.000, 0.000, 0.000, 0.000, 0.001, 0.000, 0.000, 0.001, 0.004, 0.002, 0.017, 0.000, 0.000, 0.000, 0.000, 0.000, 0.000, 0.000, 0.000, 0.000, 0.000, 0.000, 0.000, 0.000], "orbital_gap_ev": [7.042, 6.072], "homo_energy_ev": [-8.198, -8.114], "e_tot_ha": -3270.940559, "spin_multiplicity": 2, "relative_energy_kcal_mol": 0.0, "lumo_energy_ev": [-1.156, -2.043], "fmax_ha_per_bohr": 0.009}

# 4
{"formula": "C2HBrF2S", "method": "ωB97M-V with the def2-TZVPD basis set", "species": ["C", "C", "F", "F", "S", "Br", "H"], "xyz": [[0.0657, 0.7576, -0.0297], [1.5073, 0.8242, 0.5882], [-0.8605, 0.6803, 1.0134], [2.0841, 1.9374, 1.0461], [-0.4951, 1.9049, -1.2691], [2.8325, -0.2858, -0.1491], [-0.0347, -0.3263, -0.5892]], "lowdin_charge": [-0.932, -0.546, -0.105, 0.025, 0.583, 0.861, 0.115], "orbital_gap_ev": [5.504, 5.521], "homo_energy_ev": [-8.684, -8.709], "e_tot_ha": -3248.583004, "relative_energy_kcal_mol": 80.6, "lumo_energy_ev": [-3.181, -3.188], "fmax_ha_per_bohr": 0.077}

# 5
{"formula": "CH10NO4", "method": "ωB97M-V with the def2-TZVPD basis set", "species": ["N", "C", "O", "H", "H", "H", "H", "H", "H", "O", "H", "H", "O", "H", "H", "O"], "xyz": [[-1.4586, 0.8620, -1.3659], [-0.9975, -0.3132, -0.6037], [-0.8783, -0.1169, 0.7519], [-2.0438, 1.2381, -0.6811], [-0.6475, 1.5298, -1.3799], [-1.6101, -1.2037, -0.8459], [0.0463, -0.3795, -1.1915], [1.2393, -1.8954, 1.8491], [0.2513, -1.0862, 0.8213], [1.0225, -1.7438, 0.9000], [2.4454, -1.7117, -1.3772], [2.8867, -0.7423, -0.3294], [3.1540, -1.1563, -1.1434], [-1.2669, 1.5742, 1.2379], [-0.6548, 2.6746, 1.8552], [-1.4881, 2.4703, 1.5024]], "lowdin_charge": [-0.032, -0.521, -0.315, -0.003, 0.070, 0.091, 0.112, 0.026, -0.056, -0.161, -0.013, 0.005, -0.066, -0.042, -0.015, -0.081], "orbital_gap_ev": 8.225, "homo_energy_ev": -4.164, "e_tot_ha": -399.832480, "relative_energy_kcal_mol": 20.6, "charge": -1, "lumo_energy_ev": 4.060, "fmax_ha_per_bohr": 0.056}

# 6
{"formula": "C23H24ClF32GaIO4", "method": "ωB97M-V with the def2-TZVPD basis set", "species": ["Cl", "C", "C", "C", "Ga", "I", "H", "H", "H", "H", "H", "H", "H", "H", "C", "C", "C", "F", "F", "F", "F", "O", "C", "C", "F", "F", "F", "F", "H", "H", "H", "H", "C", "C", "C", "F", "F", "F", "F", "O", "C", "C", "F", "F", "F", "F", "H", "H", "H", "H", "C", "C", "C", "F", "F", "F", "F", "O", "C", "C", "F", "F", "F", "F", "H", "H", "H", "H", "C", "C", "C", "F", "F", "F", "F", "O", "C", "C", "F", "F", "F", "F", "H", "H", "H", "H"], "xyz": [[4.0178, -2.2372, -1.9708], [4.7467, -0.6258, -1.7355], [3.7320, 0.3855, -1.2778], [2.8404, 0.9071, -2.4135], [1.0517, -0.0544, -2.6927], [0.4338, -1.7056, -0.7397], [5.5848, -0.6696, -1.0752], [5.1145, -0.2897, -2.6833], [4.3247, 1.2143, -0.9122], [3.1650, 0.0070, -0.4492], [3.4066, 0.8076, -3.3223], [2.6437, 1.9407, -2.2105], [1.0996, -0.7869, -4.1292], [-0.0632, 1.0736, -2.7985], [-3.2663, -1.5056, 0.8040], [-3.5266, -2.5797, 1.8738], [-4.9805, -2.9246, 2.2106], [-5.6979, -1.8547, 2.6126], [-4.9986, -3.8293, 3.2227], [-2.8478, -2.2657, 2.9979], [-2.9888, -3.7321, 1.3968], [-3.0246, -0.1626, 1.2092], [-4.0229, 0.7085, 1.5225], [-4.0141, 1.0700, 3.0057], [-4.0054, -0.0136, 3.8008], [-5.1231, 1.7920, 3.3118], [-5.2195, 0.2662, 1.0910], [-3.7662, 1.8571, 0.8515], [-2.3181, -1.7804, 0.3464], [-4.0037, -1.5469, 0.0035], [-5.4705, -3.3726, 1.3414], [-3.1304, 1.6650, 3.2212], [0.4732, 2.8533, 2.0111], [-0.4068, 3.4420, 3.1316], [-1.3360, 4.6072, 2.7755], [-0.6790, 5.6633, 2.2636], [-1.9658, 5.0235, 3.9051], [0.3685, 3.7529, 4.1902], [-1.2316, 2.4285, 3.5345], [1.8140, 3.3070, 1.8788], [2.1179, 4.4669, 1.2125], [2.6208, 5.5628, 2.1578], [1.7878, 5.7556, 3.1970], [2.7146, 6.7283, 1.4761], [1.0878, 4.8759, 0.4561], [3.1316, 4.1836, 0.3781], [0.5933, 1.8047, 2.2743], [-0.0416, 2.8548, 1.0506], [-2.0945, 4.2778, 2.0583], [3.6050, 5.2943, 2.5464], [5.3485, -6.1249, 2.7083], [4.9346, -7.5512, 2.3014], [5.9438, -8.4053, 1.5255], [6.3520, -7.8312, 0.3808], [5.3603, -9.5884, 1.2067], [3.7587, -7.5045, 1.6499], [4.7133, -8.2272, 3.4677], [4.9775, -5.0291, 1.8929], [5.7084, -4.6851, 0.7768], [4.9540, -4.9607, -0.5262], [4.4805, -6.2270, -0.5762], [5.7944, -4.8065, -1.5708], [6.9250, -5.2727, 0.8119], [5.9173, -3.3630, 0.8469], [4.8061, -5.9373, 3.6321], [6.4049, -6.0778, 2.9722], [6.8187, -8.6112, 2.1500], [4.1146, -4.2712, -0.6341], [-4.3109, 1.6891, -4.1216], [-3.1297, 2.2445, -3.3057], [-3.4417, 2.9347, -1.9735], [-4.2991, 3.9755, -2.1062], [-2.2952, 3.4214, -1.4446], [-2.3893, 3.0488, -4.0997], [-2.3679, 1.1771, -2.9915], [-4.8759, 2.4796, -5.1678], [-5.8010, 3.4535, -4.9121], [-5.2475, 4.8624, -5.1502], [-4.0896, 5.0648, -4.5059], [-6.1459, 5.7712, -4.6973], [-6.3319, 3.3106, -3.6860], [-6.8065, 3.2770, -5.7952], [-3.8961, 0.8376, -4.6546], [-5.0884, 1.2826, -3.4759], [-3.8654, 2.2150, -1.2704], [-5.0846, 5.0207, -6.2183]], "lowdin_charge": [0.605, -0.569, -0.400, -0.352, -0.052, 0.142, 0.060, 0.059, 0.091, 0.050, 0.023, 0.018, -0.122, -0.116, -0.051, -0.444, -0.300, 0.091, 0.088, 0.131, 0.109, 0.047, -0.541, -0.281, 0.109, 0.093, 0.146, 0.125, 0.041, 0.146, 0.170, 0.146, -0.026, -0.429, -0.297, 0.101, 0.089, 0.131, 0.084, 0.053, -0.555, -0.284, 0.097, 0.095, 0.155, 0.152, 0.153, 0.151, 0.171, 0.173, -0.050, -0.445, -0.306, 0.100, 0.090, 0.138, 0.095, 0.053, -0.537, -0.324, 0.089, 0.077, 0.134, 0.153, 0.147, 0.143, 0.170, 0.099, -0.029, -0.457, -0.300, 0.087, 0.094, 0.126, 0.070, 0.049, -0.555, -0.288, 0.108, 0.092, 0.147, 0.139, 0.149, 0.143, 0.148, 0.173], "orbital_gap_ev": 7.444, "homo_energy_ev": -5.271, "e_tot_ha": -7070.252700, "relative_energy_kcal_mol": 11.8, "charge": -1, "lumo_energy_ev": 2.173, "fmax_ha_per_bohr": 0.034}

# 7
{"formula": "C3H5N4", "method": "ωB97M-V with the def2-TZVPD basis set", "species": ["C", "C", "N", "N", "N", "C", "N", "H", "H", "H", "H", "H"], "xyz": [[-1.1402, -1.2942, 0.0571], [0.0921, -0.5874, 0.2161], [1.2415, -1.2343, 0.4391], [2.2119, -0.4503, 0.3537], [1.9439, 0.7417, 0.0196], [0.6375, 0.8691, -0.0412], [-0.1206, 1.9126, -0.3820], [-2.0352, -0.8228, 0.4988], [-0.8120, -2.1962, 0.5813], [-1.4324, -1.6342, -0.8873], [-1.0659, 2.0599, -0.0341], [0.4794, 2.6360, -0.8212]], "lowdin_charge": [0.022, -0.104, 0.099, 0.078, 0.101, -0.201, 0.313, 0.123, 0.122, 0.104, 0.167, 0.177], "orbital_gap_ev": [6.992, 6.990], "homo_energy_ev": [-15.500, -15.499], "e_tot_ha": -335.912658, "relative_energy_kcal_mol": 100.5, "charge": 1, "lumo_energy_ev": [-8.508, -8.508], "smiles": "CC1=NN=NC1=[NH2+]", "fmax_ha_per_bohr": 0.123}